# 1
# C32H39N7O2Zr

A molecular structure, C32H39N7O2Zr (the ωB97M-V functional and the def2-TZVPD basis, OMol25).

Structure (ORCA input):
```
! wB97M-V def2-TZVPD RIJCOSX def2/J DEFGRID3
* xyz 2 1
Zr -0.075 -0.404 0.197
C -1.898 0.758 3.546
C -0.733 0.052 4.246
C 0.295 -0.636 3.327
N -0.292 -1.266 2.150
C -1.012 -2.403 2.257
C -1.092 -3.118 3.455
C -1.633 -4.358 3.758
C -2.233 -5.281 2.923
C -2.473 -5.114 1.571
C -2.268 -4.009 0.761
C -1.730 -2.744 1.026
N -1.756 -1.730 0.130
C -2.568 -1.816 -1.090
C -1.705 -1.884 -2.349
C -1.064 -0.519 -2.718
N -1.011 0.408 -1.588
C -1.926 1.388 -1.442
C -2.999 1.580 -2.321
C -3.929 2.605 -2.440
C -4.049 3.777 -1.722
C -3.281 4.141 -0.628
C -2.302 3.425 0.035
C -1.746 2.156 -0.200
N -0.908 1.573 0.667
C -0.546 2.246 1.917
C -1.605 2.159 3.014
H -2.296 0.125 2.748
H -2.706 0.860 4.273
H -0.196 0.756 4.888
H -1.154 -0.694 4.921
H 1.026 0.097 2.968
H 0.898 -1.346 3.901
H -0.623 -2.635 4.299
H -1.533 -4.656 4.795
H -2.532 -6.223 3.363
H -2.913 -5.967 1.067
H -2.582 -4.166 -0.260
H -3.248 -2.664 -1.056
H -3.217 -0.937 -1.119
H -0.934 -2.642 -2.196
H -2.312 -2.225 -3.190
H -0.046 -0.673 -3.085
H -1.607 -0.084 -3.556
H -3.137 0.801 -3.058
H -4.649 2.464 -3.238
H -4.823 4.469 -2.028
H -3.513 5.106 -0.193
H -1.933 3.915 0.925
H 0.391 1.810 2.264
H -0.293 3.293 1.723
H -1.279 2.792 3.845
H -2.539 2.592 2.647
O 0.986 -2.443 -0.382
C 2.028 -1.880 -0.758
N 2.088 -0.515 -0.681
C 3.260 -0.111 -1.304
O 3.596 1.042 -1.505
C 4.033 -1.336 -1.681
C 5.270 -1.484 -2.267
C 5.710 -2.786 -2.509
C 4.927 -3.887 -2.178
C 3.673 -3.730 -1.590
C 3.254 -2.439 -1.348
H 5.877 -0.627 -2.524
H 6.678 -2.945 -2.962
H 5.302 -4.880 -2.380
H 3.061 -4.582 -1.329
N 2.994 4.095 -3.039
C 3.152 4.013 -1.539
C 1.917 3.369 -0.903
N 2.202 2.840 0.410
H 3.809 4.527 -3.479
H 2.169 4.637 -3.303
H 2.893 3.150 -3.419
H 3.336 5.020 -1.171
H 4.019 3.383 -1.366
H 1.582 2.543 -1.537
H 1.098 4.091 -0.842
H 2.375 3.568 1.092
H 2.997 2.212 0.366
*
```

Output
- frontier orbital gap (eV) = 7.078
- lowest unoccupied orbital energy (eV) = -5.2
- HOMO energy (eV) = -12.28

# 2
# C45H36BaClFN2O8PS3

A molecular structure, C45H36BaClFN2O8PS3 (the ωB97M-V functional and the def2-TZVPD basis, OMol25).

Structure (ORCA input):
```
! wB97M-V def2-TZVPD RIJCOSX def2/J DEFGRID3
* xyz -1 1
Ba -0.688 0.081 0.038
N 3.575 -0.813 -0.078
C 3.913 -2.095 0.276
C 5.256 -2.422 0.584
C 5.621 -3.777 0.857
C 4.678 -4.797 0.745
C 3.365 -4.412 0.392
C 2.938 -3.137 0.156
P 1.201 -2.837 -0.185
C 0.359 -3.289 1.371
C 0.960 -3.508 2.603
C 0.157 -3.747 3.706
C -1.238 -3.760 3.596
C -1.834 -3.531 2.349
C -1.030 -3.327 1.250
C 0.821 -4.269 -1.219
C 1.043 -4.154 -2.575
C 0.828 -5.228 -3.443
C 0.389 -6.442 -2.893
C 0.154 -6.567 -1.514
C 0.285 -5.431 -0.713
H 3.971 0.007 0.350
H 2.572 -0.710 -0.238
H 6.003 -1.640 0.659
H 6.659 -4.007 1.140
H 4.994 -5.838 0.828
H 2.688 -5.202 0.252
H 2.068 -3.379 2.738
H 0.631 -3.936 4.662
H -1.792 -3.949 4.506
H -2.886 -3.430 2.315
H -1.549 -3.175 0.324
H 1.419 -3.255 -2.991
H 1.011 -5.140 -4.484
H 0.179 -7.301 -3.543
H -0.208 -7.478 -1.075
H 0.033 -5.470 0.336
C -0.055 6.689 2.248
C 1.304 6.236 2.717
C 2.427 7.238 2.549
C 3.020 7.310 1.145
C 3.159 5.986 0.485
C 3.960 5.792 -0.618
C 4.099 4.502 -1.176
F 5.004 4.251 -2.164
C 3.455 3.440 -0.670
C 2.654 3.569 0.465
C 1.799 2.436 0.831
O 1.704 1.486 0.074
C 1.098 2.584 2.115
C 0.986 3.831 2.630
N 1.629 4.946 2.121
C 2.477 4.847 1.040
C 0.162 1.483 2.708
O 0.563 0.283 2.544
O -0.903 1.888 3.213
H -0.301 7.695 2.644
H -0.818 5.935 2.542
H -0.078 6.743 1.118
H 1.248 5.998 3.775
H 3.229 6.953 3.215
H 2.043 8.191 2.942
H 4.017 7.698 1.223
H 2.390 7.954 0.521
H 4.571 6.545 -1.026
H 3.564 2.404 -1.008
H 0.344 3.916 3.496
O -2.741 -1.279 -0.119
C -3.829 -0.895 -0.902
C -4.000 0.649 -0.688
C -3.954 1.683 -1.558
C -3.617 2.935 -0.969
C -3.343 2.831 0.335
S -3.510 1.231 0.894
C -3.519 -1.389 -2.327
C -4.340 -1.960 -3.269
C -3.594 -2.413 -4.386
C -2.234 -2.257 -4.206
S -1.829 -1.488 -2.739
C -5.191 -1.467 -0.488
C -6.370 -0.789 -0.633
C -7.490 -1.625 -0.323
C -7.133 -2.896 0.057
S -5.387 -3.084 0.108
H -4.043 1.455 -2.615
H -3.583 3.816 -1.611
H -3.026 3.629 1.019
H -5.405 -2.073 -3.089
H -3.960 -2.836 -5.298
H -1.462 -2.601 -4.922
H -6.473 0.241 -0.912
H -8.497 -1.332 -0.422
H -7.762 -3.776 0.253
O -0.252 1.935 -4.119
Cl 0.243 1.669 -2.817
O 1.100 0.509 -2.750
O 0.770 2.914 -2.261
O -0.871 1.202 -2.028
*
```

Output
- frontier orbital gap (eV) = 7.746
- lowest unoccupied orbital energy (eV) = 2.0
- HOMO energy (eV) = -5.70

# 3
# C2H5FOS

2 unconnected molecules or ions with the total composition C2H5FOS (the ωB97M-V functional and the def2-TZVPD basis, OMol25).

Structure (ORCA input):
```
! wB97M-V def2-TZVPD RIJCOSX def2/J DEFGRID3
* xyz 0 1
C 0.541 -0.091 1.508
C -1.108 -0.082 -1.586
O 2.093 0.847 -0.421
F -1.385 -1.209 -0.904
S 0.776 1.125 0.150
H 0.795 0.397 2.444
H 1.203 -0.932 1.329
H -0.496 -0.406 1.522
H -1.934 0.606 -1.598
H -0.485 -0.255 -2.445
*
```

Output
- frontier orbital gap (alpha / beta) (eV) = 8.792 / 8.236
- lowest unoccupied orbital energy (alpha / beta) (eV) = 0.3 / -0.4
- HOMO energy (alpha / beta) (eV) = -8.50 / -8.63